Record 1
Here is a molecular structure, C3H7FOS at a distorted geometry from OMol25. Energies are from ωB97M-V/def2-TZVPD.

* HOMO energy: -9.19 eV
* energy above the lowest of the compared OMol25 structures with the same formula, charge and spin: 126.28 kcal/mol
* LUMO: 0.051 eV

Last column: Mulliken charge in e.
Geometry (Å):
C1 1.14096 0.53922 -0.51180  -0.392
C2 0.37199 -0.59218 0.34680  -0.113
C3 -1.03557 -0.09716 0.82926  -0.416
H1 -0.14004 2.09995 -1.51015  0.161
H2 2.18771 0.54290 -0.44411  0.377
H3 0.62515 1.49242 0.09612  0.192
H4 0.75461 -0.97785 1.43264  0.311
H5 -0.71211 -1.84235 -0.97759  0.368
H6 -1.39690 -0.91009 1.44123  0.337
H7 -1.53078 0.07034 -0.30111  0.235
O1 0.37768 -1.89191 -0.26559  -0.522
F1 -1.02193 0.91501 1.75326  -0.266
S1 0.37924 0.65169 -1.88896  -0.272

***

Record 2
Here is a single C3H7FOS molecule at a distorted geometry from OMol25. Energies are from ωB97M-V/def2-TZVPD.

* HOMO energy: -9.34 eV
* energy above the lowest of the compared OMol25 structures with the same formula, charge and spin: 27.29 kcal/mol
* LUMO: 0.781 eV
* SMILES: O[C@@H](CF)CS

Last column: Mulliken charge in e.
Geometry (Å):
O1 0.01699 1.64315 0.09243  -0.517
C1 0.14511 0.34435 -0.43884  0.308
C2 1.63115 -0.16355 -0.38858  -0.473
F1 1.92268 -0.94059 0.64226  -0.297
C3 -0.71705 -0.67041 0.41752  -0.906
S1 -2.52572 -0.52719 0.17836  -0.160
H1 -0.57513 1.39686 0.84535  0.353
H2 -0.17006 0.33344 -1.53164  0.218
H3 1.80221 -0.75278 -1.27553  0.280
H4 2.28258 0.67727 -0.38059  0.329
H5 -0.54908 -1.71825 0.05034  0.314
H6 -0.60574 -0.41912 1.52747  0.442
H7 -2.65793 0.79682 0.26142  0.110

***

Record 3
Here is a single C3H7FS molecule at a distorted geometry from OMol25. Energies are from ωB97M-V/def2-TZVPD.

* HOMO energy: -9.31 eV
* energy above the lowest of the compared OMol25 structures with the same formula, charge and spin: 65.71 kcal/mol
* LUMO: 0.093 eV
* SMILES: FCCCS

Last column: Mulliken charge in e.
Geometry (Å):
F1 2.45863 -0.48554 -0.18257  -0.325
C1 1.01276 -0.58752 0.05297  -0.632
C2 0.31856 0.67718 -0.44937  0.060
C3 -0.98571 0.57658 0.05778  -1.003
S1 -2.41787 -0.51444 -0.20152  -0.189
H1 0.80155 -1.56513 -0.41069  0.294
H2 0.74178 -0.76304 1.12320  0.392
H3 0.76466 1.43344 0.32799  0.173
H4 0.52044 0.74384 -1.51758  0.299
H5 -1.30501 1.57129 0.22577  0.425
H6 -0.79363 0.50488 1.16678  0.392
H7 -1.11616 -1.59154 -0.19277  0.113